[1]
The following is a DFT calculation (the ωB97M-V functional and the def2-TZVPD basis) of a 2-piece molecular cluster, C5H8O overall at a distorted geometry.

Structure (XYZ):
```
14
Properties=species:S:1:pos:R:3:forces:R:3
C -1.00464 -1.44620 -0.29045 0.000 -0.017 -0.003
C 0.37887 -0.94100 0.17712 0.080 0.015 0.054
C 0.88323 0.24632 -0.60201 0.097 0.087 0.065
C 1.45851 1.31896 -0.06289 -0.074 -0.153 -0.108
C -1.44134 1.68903 1.32778 -0.520 1.075 -0.713
O -1.82334 2.56289 0.71064 0.447 -1.053 0.747
H -1.72147 -1.45625 0.53489 0.070 0.004 -0.115
H -1.42303 -0.81331 -1.08136 0.078 -0.061 0.139
H -0.94454 -2.46396 -0.68700 -0.037 0.142 0.044
H 0.35571 -0.67912 1.24293 0.011 -0.053 -0.218
H 1.11145 -1.75428 0.07800 -0.115 0.145 0.007
H 0.76182 0.18884 -1.68805 0.061 0.040 0.221
H 1.58792 1.40747 1.01698 -0.031 -0.023 -0.230
H 1.82085 2.14061 -0.67659 -0.067 -0.147 0.110
```
Forces are in eV/Å.

energy above the lowest of the compared OMol25 structures with the same formula, charge and spin	27.1	kcal per mole
E_LUMO	1.20	eV
F_max	1.39	eV/Å
gap between HOMO and LUMO	10.84	eV

natural (NBO) atomic charges, in units of e: number 1, C, carries -0.6131; number 2, C, carries -0.4552; number 3, C, carries -0.1618; number 4, C, carries -0.4144; number 5, C, carries 0.5054; number 6, O, carries -0.5048; number 7, H, carries 0.2145; number 8, H, carries 0.2065; number 9, H, carries 0.2102; number 10, H, carries 0.2122; number 11, H, carries 0.2149; number 12, H, carries 0.1925; number 13, H, carries 0.1915; number 14, H, carries 0.2017

[2]
The following is a DFT calculation (the ωB97M-V functional and the def2-TZVPD basis) of one molecule with the formula C5H8O.

Structure (XYZ):
```
14
Properties=species:S:1:pos:R:3:forces:R:3
O -1.32751 -1.64750 -0.50576 0.086 -0.042 0.311
C -1.01607 -1.85260 0.73958 0.041 -0.432 -0.070
C -0.72601 -0.20625 0.13902 -0.030 0.534 -0.098
C -0.13409 0.45678 -1.12533 -0.052 -0.009 -0.196
C 0.81103 1.24408 -0.19462 0.111 0.155 -0.028
C 0.61288 0.13252 0.85553 0.100 -0.118 0.159
H -0.16867 -2.60187 0.80192 -0.125 0.150 -0.059
H -1.58579 0.31280 0.54644 0.091 -0.082 -0.062
H 0.41770 -0.26698 -1.72973 -0.058 0.093 0.096
H -0.84130 0.99833 -1.75772 0.102 -0.080 0.088
H 1.82927 1.42149 -0.55005 -0.163 -0.045 0.062
H 0.37694 2.19537 0.12799 0.047 -0.157 -0.036
H 1.35449 -0.66121 0.72175 -0.119 0.096 0.014
H 0.53067 0.37825 1.91755 -0.030 -0.063 -0.182
```
Forces are in eV/Å.

energy above the lowest of the compared OMol25 structures with the same formula, charge and spin	137.1	kcal per mole
E_LUMO	0.86	eV
F_max	0.54	eV/Å
gap between HOMO and LUMO	8.46	eV

natural (NBO) atomic charges, in units of e: number 1, O, carries -0.4806; number 2, C, carries 0.1234; number 3, C, carries -0.0298; number 4, C, carries -0.4129; number 5, C, carries -0.4072; number 6, C, carries -0.4016; number 7, H, carries 0.0736; number 8, H, carries 0.2360; number 9, H, carries 0.2202; number 10, H, carries 0.2164; number 11, H, carries 0.2150; number 12, H, carries 0.2056; number 13, H, carries 0.2172; number 14, H, carries 0.2247

[3]
The following is a DFT calculation (the ωB97M-V functional and the def2-TZVPD basis) of one molecule with the formula C5H8O at a distorted geometry.

Structure (XYZ):
```
14
Properties=species:S:1:pos:R:3:forces:R:3
C 1.63874 -0.49378 0.18919 0.221 -0.051 0.084
C 0.47069 0.43107 -0.05852 0.320 0.068 0.041
C -0.56138 -0.11429 -1.02985 0.176 -0.553 0.245
C -1.75474 0.34265 0.32296 0.639 -1.158 -0.949
C -0.52137 0.50034 1.08791 0.085 0.153 0.025
O -0.30734 0.47146 2.28109 -0.285 -0.014 -0.497
H 2.16798 -0.16914 1.08519 0.095 -0.068 -0.050
H 1.28666 -1.51931 0.35217 0.073 0.181 0.014
H 2.32035 -0.49240 -0.66548 0.010 -0.042 0.131
H 0.79316 1.44517 -0.31299 0.104 -0.130 -0.139
H -0.57455 0.40571 -2.01411 -0.664 -0.178 0.759
H -0.62057 -1.18034 -1.19250 0.374 -0.214 0.151
H -1.80923 0.71675 -0.71139 -1.196 1.820 0.591
H -2.52840 -0.34388 0.66634 0.047 0.186 -0.406
```
Forces are in eV/Å.

energy above the lowest of the compared OMol25 structures with the same formula, charge and spin	73.4	kcal per mole
E_LUMO	0.72	eV
F_max	2.26	eV/Å
SMILES	C[C@H]1CCC1=O
gap between HOMO and LUMO	9.77	eV

natural (NBO) atomic charges, in units of e: number 1, C, carries -0.5940; number 2, C, carries -0.3501; number 3, C, carries -0.3398; number 4, C, carries -0.5504; number 5, C, carries 0.5458; number 6, O, carries -0.5621; number 7, H, carries 0.2331; number 8, H, carries 0.2086; number 9, H, carries 0.2112; number 10, H, carries 0.2267; number 11, H, carries 0.2170; number 12, H, carries 0.2217; number 13, H, carries 0.2969; number 14, H, carries 0.2354